w.
Computed, not measured: a 2-piece molecular cluster, C4H12NO overall, with ωB97M-V/def2-TZVPD.

Its HOMO-LUMO gap is 6.6 eV. Its charge is -1.

Atoms and positions in Å:
O: 1.93636 0.40893 0.21465
N: -1.09713 -0.40359 -0.09820
C: -2.36208 -0.67908 -0.74150
C: -0.79421 1.04137 -0.22275
C: 2.29126 0.74330 1.51039
C: -0.05680 -1.21938 -0.68119
H: -0.05453 -0.98834 -1.81173
H: -2.23758 -0.65868 -1.89414
H: -1.46393 1.60885 0.42919
H: -3.11455 0.00585 -0.37866
H: 3.21350 1.39972 1.56690
H: -0.78445 1.38961 -1.26372
H: -2.69279 -1.66011 -0.42071
H: -0.30858 -2.27113 -0.59724
H: 2.49631 -0.15773 2.17010
H: 1.48594 1.30924 2.07702
H: 0.21674 1.23196 0.26811
H: 0.96388 -0.97279 -0.36452


x.
Computed, not measured: a 2-piece molecular cluster, C4H12NO overall, with ωB97M-V/def2-TZVPD.

Its HOMO-LUMO gap is 5.3 eV. Its charge is -1.

Atoms and positions in Å:
O: -2.79282 -0.68131 -2.73585
N: 2.24946 0.68134 1.40939
C: 2.20734 -0.74777 1.64963
C: -1.65031 -0.22100 -2.19862
C: 1.11907 1.38004 1.98328
C: -1.53141 -0.48125 -0.67107
H: 2.08391 -1.01352 2.70966
H: -0.54700 -0.19635 -0.28722
H: 3.11971 1.05431 1.76488
H: 1.36137 -1.18666 1.11192
H: -1.50729 0.88683 -2.33357
H: -1.71504 -1.54370 -0.52315
H: -2.32370 0.06327 -0.14360
H: 1.10760 2.41002 1.64237
H: 3.11718 -1.20898 1.27012
H: -0.71833 -0.68052 -2.63584
H: 0.19755 0.90238 1.63869
H: 1.08018 1.35310 3.08210


y.
Computed, not measured: a 2-piece molecular cluster, C4H12NO overall, with ωB97M-V/def2-TZVPD.

Its HOMO-LUMO gap is 6.6 eV. Its charge is -1.

Atoms and positions in Å:
O: 0.86685 -0.43958 1.42960
N: -0.59371 1.15660 -2.03485
C: 2.05440 -1.00868 1.84320
C: -0.41606 0.40854 -0.76959
C: -0.70657 -1.05380 -0.98521
C: -1.28627 0.98032 0.38169
H: -0.45415 -1.60707 -0.07207
H: -0.06600 -1.41241 -1.78655
H: -2.35898 0.71505 0.23534
H: 2.13272 -1.07470 2.94977
H: -1.75455 -1.24933 -1.28242
H: 2.23373 -2.02875 1.46768
H: 2.95089 -0.43082 1.50416
H: 0.63151 0.48278 -0.46902
H: -1.59388 1.21206 -2.26123
H: -1.19856 2.07282 0.30218
H: -0.26003 2.13818 -1.94584
H: -0.91446 0.64428 1.34466


Stability ranking, top and bottom: y is the most stable and w is the least stable.


w.
Computed, not measured: one molecule with the formula C8H13NO, with ωB97M-V/def2-TZVPD.

As for the SMILES: CC(=O)[C@](C)(C#N)C(C)C. Its HOMO-LUMO gap is 10.3 eV. Its charge is 0.

Atoms and positions in Å:
O: 2.00339 -1.55995 -0.15742
N: -0.17674 2.67826 0.58620
C: 2.58084 0.70497 0.23591
C: -0.88389 -0.77126 0.23370
C: 0.10633 0.29260 -0.32597
C: -2.25251 -0.32451 -0.26667
C: -0.93402 -0.71341 1.85866
C: 1.60564 -0.43153 -0.01315
C: 0.14100 0.20862 -1.80537
C: -0.06262 1.58927 0.21396
H: -2.88370 0.16589 0.38228
H: -1.94596 -1.11490 2.15105
H: 2.91213 0.67203 1.22983
H: -2.84568 -1.33110 -0.40510
H: -2.09265 0.08814 -1.30378
H: 3.48220 0.61512 -0.30002
H: -0.16378 -1.48419 2.16938
H: -0.74684 0.22903 2.33847
H: 1.18456 0.18715 -2.07375
H: -0.33667 1.04083 -2.31110
H: -0.48908 -1.69532 -0.18290
H: 2.10025 1.67292 0.00878
H: -0.30223 -0.71868 -2.26300


x.
Computed, not measured: one molecule with the formula C8H13NO, with ωB97M-V/def2-TZVPD.

As for the SMILES: C=C(C)[C@@]1(C)C[C@@H]1C(N)=O. Its HOMO-LUMO gap is 10.0 eV. Its charge is 0.

Atoms and positions in Å:
O: 1.00476 0.42888 -2.67540
N: -0.02973 -1.53602 -3.07645
C: 0.39553 -1.52465 0.21390
C: 0.49699 -0.02149 0.32298
C: 1.76546 0.75629 0.24120
C: 0.33785 -0.50693 -2.26449
C: -0.75193 0.09872 2.67658
C: -1.42361 1.78133 0.97847
C: -0.35379 -0.59620 -0.70596
C: -0.65565 0.57202 1.43063
H: -1.36709 0.58518 3.43136
H: 1.23529 -2.07878 -0.19149
H: 0.24792 -1.51479 -4.05026
H: 1.75164 1.48662 -0.57464
H: -0.15273 -2.06993 0.97333
H: -1.42905 -0.54594 -0.81371
H: -0.78104 2.46932 0.41976
H: 2.63879 0.11449 0.09819
H: -0.19353 -0.77152 3.00694
H: -0.57451 -2.31485 -2.74219
H: -2.26013 1.49073 0.33518
H: -1.83637 2.34461 1.82334
H: 1.93492 1.35291 1.14273


Stability ranking, top and bottom: x is the most stable and w is the least stable.


w.
Computed, not measured: a 2-piece molecular cluster, C6H14O3 overall, with ωB97M-V/def2-TZVPD.

As for the SMILES: C=C(C)CO.CC(O)O. Its HOMO-LUMO gap is 10.3 eV. Its charge is 0.

Atoms and positions in Å:
O: 0.12386 1.71121 0.33244
O: -2.04784 -0.04839 0.13094
O: -0.99861 -1.33137 -1.24023
C: -2.04307 -0.47344 -1.37287
C: 1.37800 -0.20991 1.26598
C: 1.17194 0.76168 0.13184
C: -1.84422 0.67617 -2.33156
C: 2.46451 -1.21366 1.00619
C: 0.65107 -0.19658 2.37673
H: -0.93623 1.22673 -2.09147
H: -1.20385 -1.16296 -0.08218
H: 2.58364 -1.89403 1.84748
H: -2.70207 1.34750 -2.30769
H: 0.89055 0.20284 -0.76534
H: 2.11627 1.27940 -0.08411
H: -3.02379 -0.96096 -1.47349
H: -1.46553 0.73602 0.23074
H: 3.42019 -0.71361 0.82349
H: 0.32633 2.23338 1.11761
H: 0.82161 -0.91397 3.16668
H: -0.16250 0.49794 2.52981
H: -1.74742 0.25044 -3.33073
H: 2.22715 -1.80442 0.11972


x.
Computed, not measured: a 3-piece molecular cluster, C6H14O3 overall, with ωB97M-V/def2-TZVPD.

Its HOMO-LUMO gap is 7.4 eV. Its charge is 0.

Atoms and positions in Å:
O: 2.72384 -1.16644 0.55215
O: 0.37146 -1.54176 -0.93542
O: 2.85210 0.91295 -0.47571
C: -2.03288 -0.01748 -0.66633
C: 0.15005 -0.21546 -0.75755
C: 0.12270 0.40828 0.48479
C: -0.02452 1.89722 0.62155
C: -2.57353 -1.30028 -0.08742
C: 2.26110 0.15511 0.54499
H: -0.13485 -0.20517 1.34368
H: 0.43849 0.35295 -1.63419
H: 2.44699 -1.56946 -0.28613
H: 0.70020 2.28533 1.34085
H: 2.47194 0.56586 1.53707
H: -2.46017 0.87108 -0.20155
H: -2.17596 0.07281 -1.74400
H: 3.81597 0.91461 -0.34537
H: 0.09788 -2.03633 -0.14832
H: -3.66793 -1.37147 -0.16380
H: -2.17241 -2.17620 -0.60790
H: -1.02277 2.15679 0.97687
H: 0.14700 2.40464 -0.32878
H: -2.33469 -1.39760 0.98055


Stability ranking, top and bottom: w is the most stable and x is the least stable.


w.
Computed, not measured: a 2-piece molecular cluster, C2H10NS2 overall, with ωB97M-V/def2-TZVPD.

Its HOMO-LUMO gap is 8.9 eV. Its charge is +1.

Atoms and positions in Å:
S: 1.40228 -0.05517 0.05351
S: -0.20018 0.71727 -0.99462
N: -0.80706 -1.56947 2.08465
C: 0.62879 1.89294 -2.09243
C: -2.06474 -1.21402 1.29506
H: 1.35889 1.39610 -2.71840
H: -2.94881 -1.54475 1.82654
H: -0.35393 -2.36670 1.64354
H: -0.16208 -0.78128 2.11949
H: -1.10328 -1.81796 3.02841
H: 1.04685 2.68762 -1.47649
H: -1.96610 -1.63601 0.30694
H: -0.14348 2.36734 -2.68585
H: -2.11528 -0.14299 1.24468
H: 1.90811 -0.78271 -0.95550


x.
Computed, not measured: a 2-piece molecular cluster, C2H10NS2 overall, with ωB97M-V/def2-TZVPD.

Its HOMO-LUMO gap is 7.8 eV. Its charge is +1.

Atoms and positions in Å:
S: 0.23135 -0.15990 -1.79229
S: 1.02305 -0.60466 0.06811
N: -1.16747 0.75714 1.96303
C: 2.19951 -1.84269 -0.51931
C: -1.03616 1.07571 -1.44900
H: -1.51705 1.31152 -2.39442
H: 2.90511 -1.37596 -1.20126
H: -2.13660 0.53565 1.73765
H: -1.81333 0.69773 -0.78382
H: -0.59608 1.99186 -1.05085
H: -1.00550 1.74699 1.77102
H: 1.66776 -2.66053 -0.99698
H: 2.73757 -2.22915 0.34050
H: -0.50517 0.20651 1.36123
H: -0.98699 0.54978 2.94640


y.
Computed, not measured: a 2-piece molecular cluster, C2H10NS2 overall, with ωB97M-V/def2-TZVPD.

Its HOMO-LUMO gap is 6.9 eV. Its charge is +1.

Atoms and positions in Å:
S: 0.28281 -1.29319 0.11931
S: 1.60620 -1.09611 1.63522
N: -1.76404 2.52796 -3.48214
C: -2.00796 1.68360 -2.26902
C: 0.69269 -0.22428 2.89897
H: -1.12812 1.62884 -1.63797
H: -0.99175 2.16603 -4.03826
H: -0.65133 -1.92545 0.88024
H: 0.20112 0.65161 2.45631
H: 1.36874 0.24082 3.61863
H: -1.51629 3.50784 -3.30577
H: -2.93292 1.98208 -1.78908
H: -2.18862 0.67526 -2.64009
H: -2.61911 2.50293 -4.03298
H: -0.05843 -0.79271 3.44311


Stability ranking, top and bottom: w is the most stable and y is the least stable.


w.
Computed, not measured: one molecule with the formula C3H5NO2S, with ωB97M-V/def2-TZVPD.

Its HOMO-LUMO gap is 10.9 eV. Its charge is 0.

Atoms and positions in Å:
S: -1.26098 0.25029 0.90358
O: -0.02412 1.11794 0.04291
O: -1.92430 -0.50562 -0.13036
N: 2.49014 0.27815 -2.07869
C: 1.44295 0.58583 -1.70753
C: 0.06295 0.94961 -1.30385
C: -0.18648 -0.95853 1.75789
H: 0.63620 -1.43307 1.29504
H: 0.19444 -0.54041 2.78052
H: -0.57594 0.18294 -1.68813
H: -0.62620 -1.90998 2.01149
H: -0.22867 1.98284 -1.88287


x.
Computed, not measured: one molecule with the formula C3H5NO2S, with ωB97M-V/def2-TZVPD.

As for the SMILES: CS/C=N/OC=O. Its HOMO-LUMO gap is 10.0 eV. Its charge is 0.

Atoms and positions in Å:
S: 0.68799 1.68066 1.48078
O: -0.71115 -1.81912 -2.21398
O: -1.73132 -0.33709 -0.76283
N: -0.42455 -0.22459 -0.08670
C: -0.53124 0.80619 0.61671
C: -1.66769 -1.23489 -1.78115
C: 1.89933 0.36708 1.13269
H: -1.44875 1.40739 0.49412
H: 1.28921 -0.62577 1.17389
H: 2.58022 0.71032 0.21547
H: -2.69262 -1.17513 -2.31146
H: 2.75058 0.44494 2.04247


y.
Computed, not measured: C3H5NO2S as an isolated structure, with ωB97M-V/def2-TZVPD.

Its HOMO-LUMO gap is 10.7 eV. Its charge is 0.

Atoms and positions in Å:
S: -0.49636 1.04231 -0.79521
O: 0.47457 2.03360 -0.92112
O: -1.63406 1.12641 -1.59673
N: -0.80406 0.70095 0.81993
C: 0.24463 -0.62734 -0.77330
C: 1.23797 -0.55313 0.42073
C: -0.24549 -0.82813 0.63366
H: -0.79817 -1.59001 1.28838
H: -1.68914 0.80414 1.28285
H: 1.52521 0.47396 0.63773
H: 2.04302 -1.27690 0.67543
H: 0.14187 -1.30587 -1.67236


z.
Computed, not measured: one molecule with the formula C3H5NO2S, with ωB97M-V/def2-TZVPD.

As for the SMILES: O=C[C@H](O)/C=N\S. Its HOMO-LUMO gap is 9.5 eV. Its charge is 0.

Atoms and positions in Å:
S: 1.32241 1.19594 0.71029
O: -1.02833 0.88774 -0.57755
O: -0.29149 -1.00869 -2.28750
N: 0.58505 -0.04135 1.64490
C: -1.13025 -0.47042 -0.12532
C: -0.61358 -1.41866 -1.19552
C: -0.40077 -0.66491 1.17871
H: -0.74785 -1.54841 1.75006
H: -0.62577 0.85827 -1.44094
H: 2.35773 1.29269 1.49512
H: -2.17905 -0.60907 0.07453
H: -0.63277 -2.54759 -0.98446


Stability ranking, top and bottom: z is the most stable and y is the least stable.